1.
Entry from the Open Molecules 2025 dataset: a molecular structure, C51H51O8P2PdS in a non-equilibrium geometry (ωB97M-V with the def2-TZVPD basis set).

Last column: Löwdin charge in e.
Positions of all 114 atoms, in Å:
Pd 0.740 -0.021 0.343  0.412
S -4.038 -4.238 -0.240  1.020
P 2.738 0.958 0.874  0.764
P -0.293 0.465 -1.663  0.789
O -1.696 -0.336 -1.817  -0.225
O -1.643 -4.020 2.767  -0.043
O 3.450 1.743 -0.361  -0.215
O -2.441 -5.805 1.596  0.002
O 2.898 1.955 2.155  -0.203
O -0.780 1.974 -2.091  -0.220
O 3.815 -0.176 1.280  -0.217
O 0.541 -0.128 -2.930  -0.245
C 1.401 5.213 -1.474  -0.084
C -4.951 0.410 -3.247  -0.069
C 0.283 -1.239 -5.029  -0.023
C -0.887 -0.006 1.803  -0.212
C -2.393 3.289 -3.355  -0.014
C 7.348 -0.534 0.745  -0.077
C -0.168 -2.448 -2.965  -0.022
C 4.569 2.212 5.420  -0.081
C -1.152 2.428 2.389  -0.043
C 3.142 0.308 3.936  -0.057
C -1.158 3.439 3.352  -0.090
C -4.721 1.636 -1.155  -0.070
C -2.399 3.151 -5.785  -0.091
C -0.775 1.900 -4.501  -0.033
C 4.976 -0.539 0.608  -0.296
C -5.420 -4.900 0.767  -0.251
C -3.704 -0.187 -3.037  -0.024
C -2.993 0.187 -1.907  -0.319
C -1.334 2.392 -3.336  -0.283
C 2.875 4.045 0.045  -0.025
C -0.763 -3.422 -5.109  -0.095
C -0.744 -3.486 -3.707  -0.064
C -2.913 3.684 -4.598  -0.072
C 4.963 -0.689 -0.771  -0.028
C -3.018 -3.612 0.932  -0.384
C 2.122 2.962 -2.002  -0.028
C 7.379 -0.572 -0.657  -0.098
C 6.116 -0.555 1.397  -0.009
C -0.706 1.132 2.726  -0.235
C -1.354 2.223 -5.728  -0.062
C 3.983 2.573 4.197  -0.009
C -0.097 0.936 3.976  -0.056
C -0.244 -2.304 -5.769  -0.077
C -0.056 1.962 4.917  -0.083
C 1.386 4.108 -2.331  -0.077
C -0.634 3.203 4.629  -0.099
C 3.320 1.599 3.457  -0.277
C -3.478 1.039 -0.928  -0.021
C -0.247 -2.066 0.771  -0.119
C -4.830 -2.715 -0.828  -0.248
C -1.246 -5.007 3.735  -0.247
C -2.362 -4.589 1.761  -0.622
C 3.773 -0.065 5.131  -0.071
C 0.251 -1.315 -3.645  -0.278
C -0.230 -1.260 1.922  -0.267
C -0.337 -4.354 4.740  -0.081
C 2.859 2.966 -0.826  -0.277
C -5.438 1.332 -2.317  -0.093
C 4.484 0.888 5.871  -0.102
C 2.132 5.183 -0.278  -0.066
C 6.202 -0.666 -1.416  -0.072
H -1.747 0.007 1.123  0.081
H 8.251 -0.460 1.358  0.106
H -2.762 3.683 -2.411  0.122
H -5.506 0.153 -4.154  0.110
H 3.723 -1.107 5.465  0.109
H -2.882 -2.554 1.095  0.060
H 0.691 -0.345 -5.496  0.111
H -0.246 -2.220 -6.860  0.107
H -1.184 -4.237 -5.707  0.103
H 0.394 1.766 5.892  0.106
H 0.837 6.105 -1.769  0.103
H -1.163 -2.088 0.174  0.027
H 2.128 6.037 0.407  0.107
H -1.611 4.406 3.124  0.100
H -5.103 2.363 -0.431  0.112
H 0.113 1.288 -4.455  0.084
H -1.535 2.609 1.381  0.102
H 2.104 2.048 -2.598  0.109
H 2.524 -0.418 3.407  0.099
H 0.451 -2.890 0.638  0.069
H -6.240 -5.059 0.058  0.045
H -2.138 -5.406 4.237  0.127
H -5.287 -2.155 0.000  0.077
H 4.019 -0.811 -1.304  0.118
H -0.302 -5.050 5.584  0.076
H 6.229 -0.692 -2.510  0.107
H -3.251 -0.949 -3.676  0.132
H -6.396 1.823 -2.510  0.104
H -0.708 -5.826 3.246  0.123
H -2.907 1.203 -0.012  0.097
H 4.031 3.576 3.775  0.117
H -5.079 -5.851 1.188  0.052
H 3.415 3.966 0.983  0.107
H -0.693 -3.374 5.086  0.079
H -4.056 -2.119 -1.323  0.031
H -0.052 -2.526 -1.883  0.098
H 8.348 -0.534 -1.159  0.098
H -5.706 -4.191 1.556  0.070
H 0.306 -0.049 4.217  0.096
H -0.685 3.971 5.403  0.097
H 0.824 4.129 -3.272  0.107
H 4.983 0.615 6.807  0.101
H 5.963 -0.505 2.475  0.121
H -3.720 4.425 -4.618  0.108
H -1.195 -4.333 -3.181  0.110
H 0.670 -4.251 4.315  0.077
H -0.956 1.740 -6.622  0.106
H 0.307 -1.545 2.821  0.091
H -2.823 3.466 -6.745  0.104
H 5.095 2.981 5.999  0.105
H -5.575 -3.050 -1.558  0.059

Its net charge is 0. Its multiplicity is 2. For the total energy, the calculation gives -3784.701787 Eh. For the LUMO energy (alpha / beta), the calculation gives 0.0143 / -0.0082 Ha. The HOMO-LUMO gap (alpha / beta) comes out at 6.32 / 7.01 eV. The value obtained for the HOMO energy (alpha / beta) is -5.929 / -7.233 eV.

***

2.
Entry from the Open Molecules 2025 dataset: a molecular structure, C51H52N7O7Ta in a non-equilibrium geometry (ωB97M-V with the def2-TZVPD basis set).

Last column: Löwdin charge in e.
Positions of all 118 atoms, in Å:
Ta -0.260 -0.062 -0.417  2.057
O 0.772 -6.461 -4.969  0.049
O 1.487 -0.347 -1.258  -0.206
O 3.165 -0.884 -2.650  0.129
O -1.846 -3.814 -0.205  0.062
O 2.287 -4.991 -5.625  0.074
O -2.696 -4.888 -1.943  0.066
O -0.680 -1.714 -1.297  -0.209
N -1.795 -4.178 -1.435  -0.260
N -2.189 -0.498 0.630  -0.026
N 0.440 -0.108 1.604  -0.061
N 0.871 2.054 -0.332  0.014
N 6.357 3.083 3.155  0.109
N 1.391 -5.357 -4.832  -0.313
N -1.594 1.116 -1.568  -0.054
C -2.688 0.441 -2.165  -0.221
C -0.661 -3.854 -2.260  -0.061
C 1.974 -2.341 1.938  0.036
C 3.943 -1.142 2.642  -0.058
C 1.518 0.621 4.320  -0.077
C 5.589 2.204 3.002  -0.251
C -3.647 -1.238 -4.538  -0.075
C -2.819 0.886 -3.510  -0.148
C -0.009 -2.630 -1.977  -0.194
C -0.200 -4.801 -3.193  0.119
C 4.535 1.276 2.850  -0.264
C 1.955 1.246 3.025  -0.099
C 1.973 1.093 5.705  -0.175
C 2.063 -1.169 -2.207  -0.411
C 0.686 3.070 -1.262  -0.227
C -1.215 2.130 -2.469  -0.208
C 2.783 1.109 0.980  -0.077
C -3.345 -0.767 -0.132  -0.219
C 2.155 2.167 0.150  -0.177
C 1.855 3.902 -1.254  -0.113
C -0.137 -0.532 2.821  -0.153
C -1.446 -1.014 2.921  0.015
C 2.619 2.513 5.778  -0.076
C -3.654 -1.797 1.905  -0.099
C -0.338 3.195 -2.209  0.082
C -2.812 3.746 -5.208  -0.073
C -2.311 -1.210 1.861  -0.164
C -3.191 -3.714 3.611  -0.078
C 2.154 4.989 -2.217  -0.195
C 4.799 -0.093 2.927  -0.062
C -3.565 -0.389 -1.461  0.044
C -1.940 1.935 -3.704  -0.122
C 4.114 5.264 0.584  -0.093
C 0.216 -1.304 5.244  -0.206
C -3.775 0.297 -4.473  -0.179
C -5.440 -3.105 -0.889  -0.080
C 2.570 -1.126 2.147  -0.226
C 1.756 -3.285 -3.562  0.129
C 0.684 -2.722 4.938  -0.083
C 0.540 -0.336 4.139  -0.134
C 2.782 3.295 -0.384  -0.101
C -1.728 2.690 -4.955  -0.196
C 3.261 1.774 2.352  -0.168
C -4.178 -2.657 3.041  -0.173
C 4.154 3.880 -0.079  -0.176
C 0.956 -4.444 -3.865  -0.145
C -5.571 -2.017 0.188  -0.181
C 1.828 0.207 1.848  -0.348
C 1.252 -2.391 -2.624  -0.020
C -4.252 -1.511 0.696  -0.133
C 2.401 4.483 -3.650  -0.074
H -6.130 -2.415 1.060  0.108
H -0.879 -5.610 -3.523  0.154
H 1.086 -2.531 1.377  0.037
H 2.560 2.793 6.847  0.075
H 0.575 -3.373 5.826  0.085
H 2.611 0.345 6.197  0.119
H -4.343 -1.611 -5.298  0.078
H -3.563 0.756 -5.450  0.108
H 0.099 -3.169 4.135  0.060
H 2.457 -3.275 2.229  0.072
H -2.631 -1.595 -4.776  0.087
H 4.256 -2.115 2.928  0.082
H -5.096 -3.180 2.706  0.106
H -5.206 -2.682 -1.891  0.059
H -4.805 0.593 -4.227  0.127
H -2.960 4.369 -4.293  0.088
H 1.296 5.697 -2.251  0.125
H 1.504 3.941 -4.074  0.069
H -3.672 -4.285 4.439  0.084
H 1.017 1.070 6.293  0.118
H 2.973 5.590 -1.838  0.083
H 4.704 3.977 -1.012  0.111
H -2.224 -3.253 3.934  0.050
H 3.655 2.608 5.402  0.074
H -3.775 3.240 -5.343  0.069
H -0.763 3.118 -4.983  0.083
H 1.991 3.201 5.192  0.075
H -6.177 -1.199 -0.226  0.117
H 1.205 2.059 2.725  0.187
H 3.592 0.530 0.481  0.178
H -0.365 4.061 -2.890  0.129
H 3.265 3.816 -3.701  0.079
H -3.918 -1.705 -3.596  0.035
H 5.121 5.571 0.872  0.071
H -0.850 -1.372 5.507  0.102
H -4.684 -3.873 -0.611  0.074
H -2.652 4.442 -6.044  0.077
H 1.721 -2.717 4.647  0.064
H 3.266 2.885 2.310  0.141
H 2.655 -3.081 -4.139  0.142
H -4.480 -1.992 3.857  0.114
H 4.753 3.177 0.537  0.104
H 2.592 5.345 -4.304  0.074
H 3.746 6.072 -0.116  0.071
H -4.526 -0.707 -1.894  0.114
H 3.446 5.276 1.485  0.087
H 5.826 -0.370 3.201  0.120
H -2.956 -4.425 2.807  0.077
H -1.700 2.014 -5.777  0.106
H -6.386 -3.618 -1.071  0.072
H 0.696 -0.964 6.180  0.105
H -1.833 -1.200 3.930  0.113

Its net charge is 0. For the total energy, the calculation gives -2941.397468 Eh. For the LUMO energy (alpha / beta), the calculation gives -0.0856 / -0.0859 Ha. The HOMO-LUMO gap (alpha / beta) comes out at 3.47 / 3.43 eV. The value obtained for the HOMO energy (alpha / beta) is -5.799 / -5.772 eV.